Computed, not measured: an isolated molecule of C15H17N3O3S in a non-equilibrium geometry, with the ωB97M-V functional and the def2-TZVPD basis.

Element x y z (Å)
C 0.7560 -2.7465 0.8695
O 0.1025 -3.5570 1.8229
C -0.9090 -3.0894 2.5883
C -1.1806 -3.8752 3.7156
C -2.1219 -3.4993 4.6456
C -2.8141 -2.3050 4.4910
C -2.5834 -1.5333 3.3749
C -1.6611 -1.9217 2.3977
C -1.5986 -1.0803 1.2139
N -1.5290 0.2128 1.1817
N -1.5742 0.5910 -0.1098
C -1.6752 -0.4997 -0.8045
S -1.7187 -0.6320 -2.5238
C -0.8049 0.9060 -2.8346
C 0.5591 0.8169 -2.1510
O 0.9537 -0.1995 -1.6117
N 1.2848 1.9407 -2.1974
C 0.9178 3.1989 -2.8157
C 2.0511 4.1499 -2.4253
C 3.2474 3.2150 -2.2577
C 2.6140 1.9917 -1.6076
O -1.7156 -1.6014 -0.0382
H 0.2623 -2.7873 -0.1039
H 1.7591 -3.1612 0.7690
H 0.8312 -1.7069 1.1971
H -0.6098 -4.7830 3.8331
H -2.3067 -4.1273 5.5040
H -3.5344 -1.9898 5.2294
H -3.1235 -0.6124 3.2180
H -0.6992 1.0003 -3.9149
H -1.3916 1.7333 -2.4383
H -0.0515 3.5499 -2.4531
H 0.8595 3.0819 -3.9049
H 2.2162 4.9206 -3.1750
H 1.8213 4.6303 -1.4742
H 4.0363 3.6465 -1.6467
H 3.6605 2.9526 -3.2323
H 3.1405 1.0574 -1.8090
H 2.5299 2.1126 -0.5220

Its structure (SMILES) is COc1ccccc1-c1nnc(SCC(=O)N2CCCC2)o1. As for the net charge: 0. The HOMO energy is -8.320 eV. For the orbital gap, the calculation gives 8.89 eV. As for the energy above the lowest of the compared OMol25 structures with the same formula, charge and spin: 3.1996 eV.